Computed, not measured: C42H41BaNO3P2S as an isolated structure in a non-equilibrium geometry, with ωB97M-V/def2-TZVPD.

Charge = 0
Relative energy (zero: lowest compared OMol25 entry of this formula, charge and spin) = 0.0 kJ/mol
Maximum force = 2.92 eV/Å
DFT total energy = -3011.77135 hartree

Last column: Mulliken charge in e.
Cartesian coordinates (Å):
Ba (1.683, -1.806, -0.580)  1.5462
C (-2.717, 0.326, 0.591)  -0.5203
C (-2.948, 0.154, -0.723)  -0.2661
C (-3.245, 1.202, -1.731)  -0.7808
C (-1.973, 1.699, -2.477)  0.4573
C (-0.943, 2.355, -1.627)  -0.6533
C (-1.067, 2.714, -0.335)  -0.0930
C (-2.305, 2.838, 0.461)  -1.2355
C (-2.632, 1.626, 1.338)  -0.3096
C (2.596, 0.711, -0.732)  -1.8673
H (-2.605, -0.554, 1.243)  0.4280
H (-2.957, -0.882, -1.130)  0.3237
H (-3.783, 2.038, -1.267)  0.3308
H (-3.895, 0.759, -2.501)  0.4666
H (-1.536, 0.883, -3.099)  -0.4518
H (-2.294, 2.473, -3.192)  0.3340
H (0.073, 2.368, -2.083)  0.3143
H (-0.187, 3.046, 0.185)  0.4008
H (-3.132, 3.113, -0.185)  0.4512
H (-2.181, 3.700, 1.123)  0.4374
H (-1.790, 1.494, 2.036)  0.0917
H (-3.549, 1.837, 1.912)  0.3469
H (3.285, 0.543, 0.116)  0.6205
H (2.301, 1.798, -0.758)  0.0007
H (3.056, 0.402, -1.698)  0.5719
P (0.167, -2.345, -8.625)  0.0658
P (2.152, 0.249, -9.043)  -0.0848
C (-0.420, -0.771, -9.306)  -0.7436
C (0.400, 0.288, -9.504)  -0.5516
C (-0.604, -3.458, -9.902)  0.4008
C (-1.734, -3.110, -10.660)  0.1390
C (-2.252, -3.996, -11.611)  -0.5777
C (-1.658, -5.239, -11.831)  -0.5238
C (-0.491, -5.557, -11.127)  -0.4415
C (0.048, -4.678, -10.185)  -0.5634
C (-0.957, -2.425, -7.164)  0.4977
C (-0.711, -1.525, -6.106)  -0.7243
C (-1.510, -1.546, -4.961)  -0.2373
C (-2.583, -2.450, -4.891)  -0.4475
C (-2.839, -3.340, -5.942)  -0.6725
C (-2.008, -3.344, -7.068)  -0.3377
C (2.749, 0.922, -10.661)  0.4033
C (2.585, 0.146, -11.826)  -0.3784
C (2.974, 0.651, -13.072)  -0.5701
C (3.509, 1.942, -13.197)  -0.4793
C (3.641, 2.715, -12.044)  -0.5681
C (3.281, 2.211, -10.788)  -0.2623
C (2.177, 1.775, -8.017)  0.3373
C (3.331, 1.962, -7.234)  -0.3332
C (3.484, 3.122, -6.477)  -0.6233
C (2.471, 4.094, -6.484)  -0.4867
C (1.328, 3.916, -7.264)  -0.7102
C (1.169, 2.749, -8.020)  0.1233
H (-1.481, -0.690, -9.578)  0.5196
H (0.040, 1.190, -10.023)  0.7935
H (-2.229, -2.148, -10.531)  0.1257
H (-3.134, -3.703, -12.176)  0.3811
H (-2.096, -5.942, -12.543)  0.3674
H (-0.003, -6.510, -11.317)  0.3705
H (0.974, -4.931, -9.660)  0.3547
H (0.105, -0.807, -6.190)  0.4211
H (-1.304, -0.866, -4.126)  0.2611
H (-3.221, -2.460, -4.006)  0.3739
H (-3.683, -4.034, -5.892)  0.3691
H (-2.185, -4.045, -7.881)  0.3469
H (2.127, -0.844, -11.767)  0.3998
H (2.860, 0.043, -13.967)  0.3604
H (3.807, 2.337, -14.177)  0.3521
H (4.030, 3.730, -12.121)  0.3617
H (3.385, 2.854, -9.916)  0.2729
H (4.098, 1.186, -7.222)  0.3500
H (4.384, 3.261, -5.878)  0.4155
H (2.579, 4.992, -5.873)  0.3925
H (0.538, 4.673, -7.282)  0.3937
H (0.261, 2.608, -8.598)  0.3104
O (0.546, -2.601, 1.651)  -0.9980
C (0.921, -1.575, 2.309)  1.0990
N (1.520, -0.576, 1.593)  -0.6878
S (1.750, 0.859, 2.427)  0.7548
O (3.148, 1.200, 2.514)  -0.6138
O (0.840, 1.854, 1.903)  -0.4517
C (1.158, 0.083, 3.910)  0.4366
C (1.137, 0.688, 5.154)  -0.5091
C (0.609, -0.027, 6.233)  -0.5237
C (0.269, -1.388, 6.097)  -0.4382
C (0.405, -2.021, 4.847)  -0.5398
C (0.808, -1.242, 3.726)  -0.0488
H (1.525, 1.703, 5.214)  0.4489
H (0.449, 0.484, 7.177)  0.3937
H (-0.112, -1.941, 6.969)  0.3641
H (0.189, -3.092, 4.718)  0.4262